1.
Here is a cluster of 12 separate species, C36H72O36 in total from OMol25. Energies are from ωB97M-V with the def2-TZVPD basis set.

spin multiplicity: 1
total charge: 0
SMILES string: COC(=O)OC.COC(=O)OC.COC(=O)OC.COC(=O)OC.COC(=O)OC.COC(=O)OC.COC(=O)OC.COC(=O)OC.COC(=O)OC.COC(=O)OC.COC(=O)OC.COC(=O)OC

Bonds (Å) are listed after each position.
Element x y z (Å)
1 C 2.936 -7.139 1.091  O8 1.303, O18 1.349, O106 1.198
2 H 0.735 5.820 -8.878  C116 1.093
3 O -0.784 -1.680 -3.893  C67 1.334, C105 1.433
4 C 4.094 4.693 -0.764  H30 1.088, H46 1.090, H78 1.094, O132 1.413
5 H 4.449 -3.291 9.144  C90 1.087
6 O 3.780 0.953 2.864  C9 1.326, C123 1.412
7 H 3.033 -2.520 4.204  C113 1.097
8 O 1.977 -7.426 0.256  C1 1.303, C62 1.429
9 C 2.483 1.125 3.084  O6 1.326, O122 1.198, O124 1.330
10 H 0.802 -0.227 4.427  C51 1.090
11 C -5.698 2.873 0.668  H20 1.095, H39 1.096, O53 1.392, H103 1.091
12 H 0.679 -2.817 -0.305  C69 1.089
13 O -4.624 0.450 4.256  C72 1.203
14 H 2.332 -2.975 0.069  C69 1.091
15 O -1.260 -3.263 2.777  C68 1.340, C98 1.412
16 H 0.513 5.381 -3.828  C71 1.088
17 H 1.890 -3.779 3.869  C113 1.085
18 O 2.964 -5.799 1.243  C1 1.349, C44 1.419
19 H 4.576 -4.813 -0.578  C36 1.087
20 H -5.500 1.803 0.787  C11 1.095
21 O 1.073 0.869 -0.897  C42 1.312, C114 1.431
22 H -2.347 4.827 -1.097  C119 1.091
23 H 0.049 -6.501 -3.471  C140 1.092
24 O -0.624 -4.820 1.254  C68 1.203
25 H 1.832 -8.528 -1.508  C62 1.082
26 C -3.324 0.531 -4.762  H60 1.090, O65 1.418, H81 1.091, H126 1.087
27 O -0.455 -0.502 0.106  C42 1.206
28 H -0.434 2.182 -0.313  C114 1.089
29 C 0.372 4.989 -6.529  O48 1.317, O120 1.338, O142 1.198
30 H 3.205 4.109 -0.995  C4 1.088
31 H -0.460 1.678 -1.988  C114 1.090
32 C -2.788 -0.553 2.543  H49 1.095, H61 1.084, O88 1.412, H128 1.090
33 H 3.573 -5.470 3.245  C44 1.089
34 H -0.911 4.708 2.410  C134 1.089
35 H -6.435 4.792 -3.463  C70 1.086
36 C 4.228 -4.995 -1.591  H19 1.087, H47 1.088, O58 1.423, H109 1.089
37 H -8.145 -0.510 3.069  C64 1.087
38 H 1.228 -2.036 -4.548  C105 1.090
39 H -6.014 2.957 -0.378  C11 1.096
40 H 1.669 9.524 -0.807  C50 1.083
41 O -2.647 4.150 1.638  C55 1.328, C134 1.419
42 C 0.640 -0.226 -0.320  O21 1.312, O27 1.206, O82 1.347
43 H -0.945 5.702 -9.401  C116 1.084
44 C 3.864 -5.284 2.213  O18 1.419, H33 1.089, H102 1.090, H118 1.091
45 O 3.252 -3.963 5.546  C86 1.324, C113 1.420
46 H 4.678 4.229 0.031  C4 1.090
47 H 4.496 -6.010 -1.878  C36 1.088
48 O -0.149 4.320 -5.521  C29 1.317, C71 1.431
49 H -2.212 -0.685 3.466  C32 1.095
50 C 1.506 8.555 -1.261  H40 1.083, O76 1.438, H99 1.088, H111 1.090
51 C 0.678 -0.462 3.370  H10 1.090, H80 1.089, H115 1.085, O124 1.441
52 H 5.109 2.578 2.654  C123 1.085
53 O -4.620 3.710 0.942  C11 1.392, C55 1.346
54 H -0.667 3.829 0.895  C134 1.087
55 C -3.380 3.201 1.067  O41 1.328, O53 1.346, O100 1.201
56 H -0.933 -5.026 -3.298  C140 1.086
57 H -1.108 2.980 2.404  C134 1.091
58 O 2.825 -4.755 -1.572  C36 1.423, C59 1.316
59 C 2.041 -5.512 -2.310  O58 1.316, O95 1.203, O127 1.326
60 H -4.311 0.331 -4.343  C26 1.090
61 H -2.178 -0.979 1.754  C32 1.084
62 C 1.987 -8.670 -0.447  O8 1.429, H25 1.082, H66 1.091, H84 1.096
63 C -4.037 4.029 -3.046  O75 1.195, O77 1.344, O79 1.306
64 C -7.297 -0.161 3.653  H37 1.087, H97 1.091, O101 1.401, H130 1.094
65 O -2.541 -0.567 -4.324  C26 1.418, C67 1.322
66 H 1.337 -9.375 0.075  C62 1.091
67 C -1.227 -0.465 -4.223  O3 1.334, O65 1.322, O73 1.204
68 C -1.261 -3.851 1.573  O15 1.340, O24 1.203, O74 1.310
69 C 1.469 -2.340 0.274  H12 1.089, H14 1.091, O82 1.423, H112 1.086
70 C -5.910 5.447 -2.774  H35 1.086, O77 1.426, H136 1.091, H139 1.089
71 C 0.513 4.379 -4.254  H16 1.088, O48 1.431, H93 1.089, H143 1.083
72 C -4.934 -0.381 3.442  O13 1.203, O88 1.338, O101 1.317
73 O -0.568 0.526 -4.408  C67 1.204
74 O -2.036 -3.159 0.774  C68 1.310, C133 1.412
75 O -4.704 3.184 -3.564  C63 1.195
76 O 2.541 7.760 -0.656  C50 1.438, C92 1.309
77 O -4.521 5.191 -2.575  C63 1.344, C70 1.426
78 H 4.769 4.688 -1.626  C4 1.094
79 O -2.761 3.901 -2.798  C63 1.306, C119 1.431
80 H -0.174 0.037 2.913  C51 1.089
81 H -3.386 0.525 -5.851  C26 1.091
82 O 1.716 -1.031 -0.229  C42 1.347, C69 1.423
83 H 5.520 1.389 3.905  C123 1.092
84 H 2.962 -9.113 -0.216  C62 1.096
85 H -1.200 -3.383 -1.066  C133 1.094
86 C 3.681 -3.343 6.634  O45 1.324, O131 1.319, O137 1.201
87 H -2.390 -4.599 -0.628  C133 1.092
88 O -4.084 -1.093 2.694  C32 1.412, C72 1.338
89 H 5.732 -4.482 8.797  C90 1.090
90 C 5.168 -3.635 8.405  H5 1.087, H89 1.090, O131 1.421, H141 1.090
91 H -0.438 6.967 -8.200  C116 1.088
92 C 2.596 6.481 -0.931  O76 1.309, O96 1.198, O132 1.356
93 H 1.547 4.059 -4.372  C71 1.089
94 H -2.181 5.918 -2.556  C119 1.088
95 O 2.336 -6.486 -2.951  C59 1.203
96 O 1.829 5.820 -1.571  C92 1.198
97 H -7.458 -0.365 4.713  C64 1.091
98 C -0.643 -3.910 3.870  O15 1.412, H104 1.091, H125 1.088, H144 1.095
99 H 1.498 8.582 -2.349  C50 1.088
100 O -2.981 2.159 0.622  C55 1.201
101 O -6.151 -0.769 3.124  C64 1.401, C72 1.317
102 H 3.847 -4.215 2.002  C44 1.090
103 H -6.564 3.095 1.293  C11 1.091
104 H -0.555 -3.135 4.632  C98 1.091
105 C 0.624 -1.819 -3.667  O3 1.433, H38 1.090, H108 1.090, H110 1.087
106 O 3.724 -7.873 1.614  C1 1.198
107 H -2.904 -2.951 -1.129  C133 1.084
108 H 0.648 -2.738 -3.082  C105 1.090
109 H 4.722 -4.294 -2.263  C36 1.089
110 H 1.034 -0.993 -3.091  C105 1.087
111 H 0.538 8.140 -0.980  C50 1.090
112 H 1.366 -2.324 1.355  C69 1.086
113 C 2.374 -3.253 4.684  H7 1.097, H17 1.085, O45 1.420, H135 1.090
114 C 0.201 1.970 -1.172  O21 1.431, H28 1.089, H31 1.090, H129 1.085
115 H 0.680 -1.530 3.178  C51 1.085
116 C -0.304 5.949 -8.562  H2 1.093, H43 1.084, H91 1.088, O120 1.427
117 H -0.747 -6.254 -1.952  C140 1.091
118 H 4.908 -5.584 2.114  C44 1.091
119 C -2.022 4.929 -2.133  H22 1.091, O79 1.431, H94 1.088, H138 1.081
120 O -0.515 4.986 -7.531  C29 1.338, C116 1.427
121 H 4.243 2.392 4.242  C123 1.094
122 O 1.977 2.082 3.597  C9 1.198
123 C 4.700 1.889 3.385  O6 1.412, H52 1.085, H83 1.092, H121 1.094
124 O 1.852 0.023 2.690  C9 1.330, C51 1.441
125 H -1.150 -4.789 4.260  C98 1.088
126 H -3.035 1.504 -4.373  C26 1.087
127 O 0.822 -4.992 -2.258  C59 1.326, C140 1.420
128 H -2.838 0.520 2.358  C32 1.090
129 H 0.832 2.827 -1.386  C114 1.085
130 H -7.321 0.930 3.580  C64 1.094
131 O 4.527 -4.148 7.246  C86 1.319, C90 1.421
132 O 3.723 5.993 -0.355  C4 1.413, C92 1.356
133 C -2.170 -3.531 -0.581  O74 1.412, H85 1.094, H87 1.092, H107 1.084
134 C -1.265 3.877 1.802  H34 1.089, O41 1.419, H54 1.087, H57 1.091
135 H 1.666 -2.597 5.190  C113 1.090
136 H -6.407 5.402 -1.805  C70 1.091
137 O 3.340 -2.246 6.984  C86 1.201
138 H -0.972 4.698 -2.241  C119 1.081
139 H -5.958 6.484 -3.102  C70 1.089
140 C -0.279 -5.721 -2.781  H23 1.092, H56 1.086, H117 1.091, O127 1.420
141 H 5.924 -2.884 8.172  C90 1.090
142 O 1.465 5.479 -6.563  C29 1.198
143 H -0.050 3.670 -3.660  C71 1.083
144 H 0.392 -4.132 3.589  C98 1.095

2.
Here is a cluster of 11 separate species, C33H52O33 in total from OMol25. Energies are from ωB97M-V with the def2-TZVPD basis set.

spin multiplicity: 1
total charge: 0
SMILES string: COC(=O)OC.COC(=O)OC.COC(=O)OC.COC(=O)OC.O=C1OCCO1.O=C1OCCO1.O=C1OCCO1.O=C1OCCO1.O=C1OCCO1.O=C1OCCO1.O=C1OCCO1

Bonds (Å) are listed after each position.
Element x y z (Å)
1 H 5.124 5.840 -3.441  C16 1.090
2 C 5.592 3.845 0.745  O19 1.269, O28 1.256, O45 1.348
3 H -6.199 5.947 2.042  C69 1.090
4 H -3.866 -4.498 -5.071  C71 1.090
5 O -4.392 4.943 -4.998  C12 1.349, C75 1.426
6 H 1.266 2.887 -4.215  C96 1.090
7 H -1.081 2.076 -0.201  C25 1.090
8 O 3.318 7.845 -2.031  C47 1.203
9 O -3.979 -2.815 6.592  C21 1.335, C116 1.421
10 H 7.856 3.467 2.197  C104 1.090
11 H 2.252 0.642 -6.048  C108 1.090
12 C -3.091 4.785 -4.678  O5 1.349, O40 1.195, O46 1.368
13 H -4.342 6.993 1.478  C17 1.090
14 O -3.790 4.446 4.680  C53 1.202
15 H 5.481 7.604 -3.670  C16 1.090
16 C 4.990 6.719 -4.073  H1 1.090, H15 1.090, O23 1.429, H64 1.090
17 C -4.107 5.943 1.651  H13 1.090, O26 1.428, C69 1.544, H81 1.090
18 H -3.989 -10.647 -1.782  C107 1.090
19 O 6.469 4.306 -0.047  C2 1.269, C29 1.425
20 C -1.850 -9.160 -2.242  O44 1.337, O62 1.252, O79 1.344
21 C -5.129 -2.919 5.921  O9 1.335, O101 1.200, O117 1.302
22 H 3.555 -6.065 2.419  C31 1.090
23 O 3.587 6.983 -4.134  C16 1.429, C47 1.370
24 O 1.339 0.907 6.389  C38 1.439, C41 1.305
25 C -0.312 1.377 0.128  H7 1.090, H27 1.090, C77 1.514, O102 1.477
26 O -3.624 5.805 2.987  C17 1.428, C53 1.252
27 H 0.640 1.875 -0.058  C25 1.090
28 O 4.384 4.179 0.676  C2 1.256
29 C 7.674 3.548 -0.004  O19 1.425, H52 1.090, C104 1.560, H115 1.090
30 H 4.243 -1.341 5.618  C105 1.090
31 C 2.546 -5.674 2.293  H22 1.090, H67 1.090, O86 1.452, H94 1.090
32 O -0.170 -5.331 -6.506  C90 1.191
33 O 2.443 0.139 -4.109  C37 1.308, C108 1.384
34 H -0.883 -6.884 6.539  C89 1.090
35 C -3.332 6.741 -5.796  H36 1.090, H42 1.090, O46 1.395, C75 1.498
36 H -2.939 7.045 -6.766  C35 1.090
37 C 3.296 0.914 -3.492  O33 1.308, O103 1.245, O110 1.343
38 C 1.219 2.333 6.243  O24 1.439, H43 1.090, H55 1.090, H106 1.090
39 H -1.536 1.350 1.992  C77 1.090
40 O -2.651 3.879 -4.035  C12 1.195
41 C 2.408 0.283 5.979  O24 1.305, O84 1.225, O118 1.296
42 H -3.620 7.655 -5.276  C35 1.090
43 H 0.591 2.804 6.999  C38 1.090
44 O -2.630 -9.797 -3.122  C20 1.337, C107 1.452
45 O 6.129 2.860 1.494  C2 1.348, C104 1.366
46 O -2.435 5.886 -5.155  C12 1.368, C35 1.395
47 C 2.866 7.338 -3.023  O8 1.203, O23 1.370, O54 1.339
48 H -2.810 -11.758 -2.178  C107 1.090
49 O -2.199 -5.471 -5.597  C71 1.397, C90 1.364
50 H -5.493 6.439 -5.959  C75 1.090
51 H 0.872 -8.339 -2.177  C68 1.090
52 H 8.551 4.195 0.037  C29 1.090
53 C -4.184 4.893 3.636  O14 1.202, O26 1.252, O83 1.392
54 O 1.569 7.105 -3.261  C47 1.339, C87 1.388
55 H 2.218 2.768 6.255  C38 1.090
56 H -4.635 5.382 -6.996  C75 1.090
57 H 0.734 0.695 -5.026  C108 1.090
58 H -5.618 4.479 1.033  C69 1.090
59 H -2.435 -3.012 5.261  C116 1.090
60 H -0.233 -7.174 -1.398  C68 1.090
61 H -2.494 -2.822 -4.136  C99 1.090
62 O -1.719 -9.336 -1.009  C20 1.252
63 C 0.832 -6.587 3.740  O82 1.240, O85 1.358, O86 1.345
64 H 5.388 6.608 -5.081  C16 1.090
65 H 7.969 1.875 1.486  C104 1.090
66 H -3.963 -0.327 5.314  C97 1.090
67 H 2.098 -6.190 1.444  C31 1.090
68 C 0.046 -7.647 -2.340  H51 1.090, H60 1.090, O79 1.424, H93 1.090
69 C -5.441 5.190 1.840  H3 1.090, C17 1.544, H58 1.090, O83 1.393
70 H 0.891 8.189 -1.609  C87 1.090
71 C -2.977 -4.900 -4.586  H4 1.090, O49 1.397, H92 1.090, C99 1.506
72 H -3.538 -1.272 3.864  C97 1.090
73 H -0.558 -8.108 5.439  C89 1.090
74 H 4.030 -1.877 7.321  C105 1.090
75 C -4.548 5.902 -6.042  O5 1.426, C35 1.498, H50 1.090, H56 1.090
76 H -2.504 -1.577 6.458  C116 1.090
77 C -0.572 1.048 1.583  C25 1.514, H39 1.090, O91 1.383, H111 1.090
78 H 2.170 2.868 -5.705  C96 1.090
79 O -1.046 -8.338 -2.937  C20 1.344, C68 1.424
80 O -0.752 -3.989 -4.753  C90 1.351, C99 1.486
81 H -3.503 5.434 0.901  C17 1.090
82 O 0.702 -7.600 3.037  C63 1.240
83 O -5.260 4.352 2.938  C53 1.392, C69 1.393
84 O 3.366 0.848 5.464  C41 1.225
85 O 0.243 -6.230 4.909  C63 1.358, C89 1.409
86 O 1.709 -5.601 3.477  C31 1.452, C63 1.345
87 C 0.648 7.341 -2.249  O54 1.388, H70 1.090, H98 1.090, H113 1.090
88 O -0.014 -2.110 0.293  C100 1.218
89 C -0.768 -7.039 5.466  H34 1.090, H73 1.090, O85 1.409, H112 1.090
90 C -0.942 -4.948 -5.684  O32 1.191, O49 1.364, O80 1.351
91 O -0.267 -0.300 1.643  C77 1.383, C100 1.356
92 H -3.187 -5.651 -3.824  C71 1.090
93 H 0.377 -6.828 -2.978  C68 1.090
94 H 2.688 -4.615 2.080  C31 1.090
95 H -1.813 -3.983 -3.022  C99 1.090
96 C 2.015 2.325 -4.773  H6 1.090, H78 1.090, C108 1.488, O110 1.454
97 C -3.867 -1.332 4.902  H66 1.090, H72 1.090, C116 1.489, O117 1.438
98 H 0.522 6.434 -1.658  C87 1.090
99 C -2.062 -3.820 -4.071  H61 1.090, C71 1.506, O80 1.486, H95 1.090
100 C -0.185 -0.912 0.437  O88 1.218, O91 1.356, O102 1.356
101 O -6.003 -3.691 6.204  C21 1.200
102 O -0.384 0.044 -0.504  C25 1.477, C100 1.356
103 O 4.092 0.440 -2.659  C37 1.245
104 C 7.490 2.848 1.378  H10 1.090, C29 1.560, O45 1.366, H65 1.090
105 C 3.551 -1.759 6.349  H30 1.090, H74 1.090, H114 1.090, O118 1.419
106 H 0.840 2.605 5.258  C38 1.090
107 C -3.374 -10.943 -2.631  H18 1.090, O44 1.452, H48 1.090, H109 1.090
108 C 1.805 0.885 -5.084  H11 1.090, O33 1.384, H57 1.090, C96 1.488
109 H -4.145 -11.318 -3.304  C107 1.090
110 O 3.246 2.148 -4.020  C37 1.343, C96 1.454
111 H 0.194 1.531 2.189  C77 1.090
112 H -1.650 -6.923 4.836  C89 1.090
113 H -0.318 7.561 -2.704  C87 1.090
114 H 3.232 -2.737 5.990  C105 1.090
115 H 7.770 2.759 -0.750  C29 1.090
116 C -3.012 -2.219 5.738  O9 1.421, H59 1.090, H76 1.090, C97 1.489
117 O -5.115 -2.043 4.959  C21 1.302, C97 1.438
118 O 2.410 -0.922 6.457  C41 1.296, C105 1.419

3.
Here is a cluster of 2 separate species, C2H8O2S in total from OMol25. Energies are from ωB97M-V with the def2-TZVPD basis set.

spin multiplicity: 1
total charge: 0
SMILES string: OCCS.O

Bonds (Å) are listed after each position.
Element x y z (Å)
1 S 1.901 -0.177 0.135  C2 1.847, H5 1.350
2 C 0.899 1.373 0.196  S1 1.847, H7 1.107, H11 1.107, C13 1.533
3 O -0.335 -2.800 1.241  H4 0.984, H12 0.984
4 H -0.956 -2.196 1.708  O3 0.984
5 H 1.490 -0.752 -1.015  S1 1.350
6 H -1.412 0.373 -1.881  O8 0.980
7 H 0.869 1.851 1.194  C2 1.107
8 O -0.488 0.494 -1.579  H6 0.980, C13 1.399
9 H -0.833 0.100 0.433  C13 1.107
10 H -1.166 1.776 -0.093  C13 1.107
11 H 1.334 2.103 -0.514  C2 1.107
12 H -0.809 -3.053 0.417  O3 0.984
13 C -0.494 0.909 -0.243  C2 1.533, O8 1.399, H9 1.107, H10 1.107

Energy above the lowest of the compared OMol25 structures with the same formula, charge and spin list, top to bottom, in kJ/mol: 158.4, 489.2, 22.5
Electronic energy list, top to bottom, in a.u.: -4123.556667, -3771.478614, -629.632942
Strongest force on any atom list, top to bottom, in hartree/bohr: 0.0561, 0.1191, 0.0379